a | Entry from the Open Molecules 2025 dataset: a single C19H24N4O3S molecule (the ωB97M-V functional and the def2-TZVPD basis).

Each line ends with the natural charge from an NBO analysis.
Cartesian coordinates (Å):
1 S 1.965 0.702 1.543  0.24
2 H -3.014 1.654 1.736  0.22
3 C 7.084 -1.223 -0.812  -0.64
4 H -3.477 0.432 -2.206  0.23
5 C -6.892 -0.932 1.071  -0.22
6 O 0.926 1.182 -1.950  -0.62
7 C -1.499 0.055 -1.407  -0.24
8 C 5.079 0.292 -0.783  0.26
9 H -1.548 -0.275 1.197  0.20
10 C -4.406 -2.775 -1.761  -0.25
11 H 7.477 -2.013 -0.177  0.25
12 C 5.322 -1.374 0.974  0.64
13 C -2.786 0.887 -1.501  -0.22
14 C 0.538 1.205 -0.798  0.67
15 C 3.469 0.164 0.816  0.32
16 C -4.908 -0.939 -0.307  0.32
17 H 2.286 2.263 -0.202  0.30
18 C 1.386 1.875 0.276  -0.62
19 H 6.926 -1.618 -1.815  0.22
20 H 5.689 0.283 -2.824  0.23
21 H -2.522 1.889 -1.866  0.19
22 C -5.395 0.927 1.125  -0.22
23 N -0.622 0.638 -0.410  -0.44
24 H -2.236 2.615 0.454  0.19
25 C 5.504 1.000 -2.026  -0.65
26 C -4.547 0.333 0.189  0.10
27 H -6.356 -2.514 -0.241  0.22
28 C -1.257 0.734 0.882  -0.22
29 H 0.848 2.667 0.795  0.24
30 H 7.815 -0.418 -0.879  0.22
31 H 6.427 1.552 -1.851  0.23
32 O -4.050 -1.537 -1.201  -0.53
33 H -1.744 -0.968 -1.111  0.21
34 H -7.791 -1.429 1.401  0.21
35 C -2.526 1.602 0.763  -0.21
36 H 3.713 -1.273 2.275  0.43
37 H -4.476 -3.560 -1.001  0.18
38 N -3.426 1.051 -0.219  -0.45
39 H -7.172 0.799 2.300  0.21
40 O 5.851 -2.281 1.582  -0.62
41 H -5.351 -2.715 -2.310  0.18
42 C -6.076 -1.542 0.132  -0.29
43 N 3.913 0.742 -0.241  -0.54
44 H -3.603 -3.021 -2.456  0.20
45 H -5.148 1.911 1.494  0.21
46 H 4.723 1.689 -2.333  0.24
47 H -0.584 1.146 1.631  0.21
48 C 5.800 -0.727 -0.229  -0.18
49 H -0.973 0.050 -2.361  0.25
50 C -6.545 0.306 1.573  -0.22
51 N 4.102 -0.853 1.438  -0.59

Properties
HOMO energy ... -7.667 eV
SMILES ... COc1ccccc1N1CCN(C(=O)CSc2nc(C)c(C)c(=O)[nH]2)CC1
LUMO ... 0.466 eV

b | Entry from the Open Molecules 2025 dataset: a single C19H24N4O3S molecule (the ωB97M-V functional and the def2-TZVPD basis).

Each line ends with the natural charge from an NBO analysis.
Cartesian coordinates (Å):
1 C -2.491 1.117 -0.399  -0.24
2 H 4.199 -1.092 -0.892  0.21
3 C -0.400 0.582 0.744  0.69
4 H 0.079 2.075 -2.725  0.20
5 H 1.235 3.362 -2.303  0.18
6 H -3.413 -1.501 0.641  0.25
7 H 0.051 2.788 -1.090  0.20
8 C 4.081 0.773 0.979  -0.18
9 H 2.261 -5.060 0.192  0.21
10 H 4.821 2.077 2.508  0.21
11 H -7.298 2.318 -0.437  0.24
12 C 2.007 -4.026 0.432  -0.22
13 H 1.459 -0.113 1.518  0.26
14 H 3.390 3.966 1.799  0.21
15 H 4.699 -0.061 1.278  0.21
16 N -1.407 0.227 -0.074  -0.65
17 H 0.724 -0.880 -1.052  0.23
18 C 2.487 2.888 0.200  -0.29
19 C -3.831 0.543 -0.058  0.12
20 O -0.258 1.707 1.185  -0.65
21 H 2.449 -3.273 -1.539  0.17
22 N 0.592 -3.826 0.247  -0.60
23 C 0.969 -1.431 -0.128  -0.16
24 C 3.177 -0.711 -0.815  -0.24
25 C 2.406 1.682 -0.486  0.39
26 H 2.784 -0.564 -1.833  0.19
27 H -2.341 2.047 0.161  0.25
28 H 0.086 -1.167 1.852  0.23
29 O 1.572 1.459 -1.545  -0.53
30 H -2.481 1.361 -1.470  0.20
31 C -7.377 1.313 -0.031  -0.66
32 O -1.140 -2.544 -0.330  -0.67
33 H 3.812 -3.194 -0.392  0.21
34 H -7.843 1.357 0.953  0.23
35 S -5.785 -0.919 0.651  0.36
36 C 3.220 0.611 -0.094  -0.12
37 C -6.023 0.722 0.067  0.10
38 H 2.292 -3.818 1.470  0.20
39 C 0.059 -2.650 -0.100  0.70
40 C 3.350 3.025 1.272  -0.18
41 C 2.733 -3.058 -0.491  -0.22
42 C 0.691 2.491 -1.925  -0.26
43 C 4.149 1.970 1.670  -0.24
44 H -0.040 -4.610 0.322  0.41
45 C -4.092 -0.702 0.422  -0.45
46 H -1.501 -0.750 -0.346  0.43
47 C 0.562 -0.552 1.083  -0.49
48 N -4.934 1.318 -0.249  -0.45
49 H 1.866 3.723 -0.080  0.22
50 N 2.401 -1.711 -0.085  -0.44
51 H -8.010 0.708 -0.678  0.23

Properties
HOMO energy ... -8.340 eV
SMILES ... COc1ccccc1CN1CCNC(=O)[C@H]1CC(=O)NCc1csc(C)n1
LUMO ... 0.627 eV

Structures ranked by computed energy, the most stable listed first: b, a.

a | Entry from the Open Molecules 2025 dataset: 2 unconnected molecules or ions with the total composition C4H8INO2 (the ωB97M-V functional and the def2-TZVPD basis).

Each line ends with the natural charge from an NBO analysis.
Cartesian coordinates (Å):
1 N 0.266 -0.329 1.335  0.51
2 O 0.624 -0.038 2.462  -0.39
3 C 1.125 0.164 0.220  0.06
4 O -0.726 -0.989 1.128  -0.38
5 H -1.261 0.492 -2.123  0.21
6 H 1.301 0.171 -2.032  0.22
7 H -0.390 2.031 -1.568  0.20
8 H 2.269 0.917 1.664  0.26
9 C 0.450 -0.004 -1.157  -0.45
10 H -1.288 0.972 -0.533  0.20
11 H -2.602 -2.578 1.724  0.13
12 H 0.043 -1.046 -1.471  0.24
13 H 2.917 1.068 -0.181  0.22
14 I -4.217 -2.568 1.308  -0.13
15 C -0.754 0.930 -1.356  -0.57
16 C 2.243 0.808 0.579  -0.34

Properties
HOMO energy ... -9.756 eV
SMILES ... C=C(CC)[N+](=O)[O-].I
LUMO ... -0.560 eV

b | Entry from the Open Molecules 2025 dataset: 2 unconnected molecules or ions with the total composition C4H8INO2 (the ωB97M-V functional and the def2-TZVPD basis).

Each line ends with the natural charge from an NBO analysis.
Cartesian coordinates (Å):
1 H 1.337 -1.718 1.482  0.22
2 H -1.222 -0.115 1.054  0.23
3 C -1.512 -0.180 -1.510  -0.60
4 H -0.071 -1.703 -0.801  0.22
5 C 1.496 -0.628 1.625  -0.53
6 N 0.162 1.450 0.462  0.47
7 H -2.252 -0.040 -0.740  0.20
8 H 0.615 -0.160 -1.362  0.25
9 H -1.785 -0.986 -2.253  0.22
10 O -0.515 2.259 1.091  -0.39
11 C -0.192 -0.571 -0.748  -0.48
12 H 1.154 -0.209 2.497  0.19
13 I 3.318 0.084 0.920  0.24
14 O 1.108 1.688 -0.273  -0.40
15 H -1.424 0.756 -1.998  0.21
16 C -0.215 0.074 0.555  -0.06

Properties
HOMO energy ... -9.252 eV
LUMO ... -0.335 eV

Structures ranked by computed energy, the most stable listed first: a, b.

a | Entry from the Open Molecules 2025 dataset: 2 unconnected molecules or ions with the total composition CH3N2O2 (the ωB97M-V functional and the def2-TZVPD basis).

Each line ends with the natural charge from an NBO analysis.
Cartesian coordinates (Å):
1 O -1.303 2.347 -1.979  -0.39
2 N -2.008 1.638 -1.198  0.41
3 H -1.040 1.225 2.159  -0.02
4 O -3.021 0.962 -1.497  -0.41
5 N 0.026 0.463 0.355  -0.69
6 H -2.054 1.834 -0.345  0.35
7 H -0.196 2.378 1.203  0.08
8 C -0.518 1.391 1.067  -0.34

Properties
HOMO energy (spin up / spin down) ... -1.512 / -1.513 eV
Total charge ... -1
LUMO (spin up / spin down) ... 3.508 / 3.508 eV

b | Entry from the Open Molecules 2025 dataset: a gas-phase ion, CH3N2O2 (charge -1) (the ωB97M-V functional and the def2-TZVPD basis).

Each line ends with the natural charge from an NBO analysis.
Cartesian coordinates (Å):
1 O 2.115 -0.355 0.320  -0.56
2 H -0.440 -1.076 0.929  0.31
3 N 1.110 -0.395 -0.476  -0.18
4 H -0.350 0.886 -1.198  0.18
5 H 0.383 1.409 0.395  0.15
6 O -1.968 -0.747 -0.209  -0.56
7 N -0.989 -0.294 0.516  -0.18
8 C 0.139 0.573 -0.278  -0.16

Properties
HOMO energy (spin up / spin down) ... -1.926 / -2.939 eV
SMILES ... O=NCN[O-]
Total charge ... -1
LUMO (spin up / spin down) ... 4.819 / 4.954 eV

Structures ranked by computed energy, the most stable listed first: b, a.

a | Entry from the Open Molecules 2025 dataset: a single C6H15NO2 molecule (the ωB97M-V functional and the def2-TZVPD basis).

Each line ends with the natural charge from an NBO analysis.
Cartesian coordinates (Å):
1 H 1.006 -0.975 -2.016  0.37
2 H -0.892 0.832 -0.652  0.21
3 H -0.051 1.359 -2.595  0.17
4 H 2.132 -0.091 0.541  0.48
5 O 1.160 1.463 -0.883  -0.61
6 C 0.016 1.456 1.226  -0.66
7 H 0.718 -2.404 -1.246  0.37
8 H -0.989 1.824 1.432  0.22
9 H 1.635 0.802 -2.779  0.15
10 C 0.016 0.665 -0.071  0.09
11 H 1.296 2.526 -2.634  0.18
12 H -0.975 -2.413 0.407  0.20
13 H -2.543 -0.429 0.697  0.20
14 H -1.786 -0.216 2.322  0.21
15 H -2.611 -1.687 1.911  0.22
16 H -0.101 -1.898 1.818  0.21
17 H 0.651 2.348 1.202  0.25
18 C -0.685 -1.519 0.971  -0.42
19 C -1.965 -0.905 1.494  -0.62
20 O 1.734 -0.975 0.447  -0.73
21 C 0.988 1.537 -2.274  -0.25
22 H 0.374 0.918 2.108  0.22
23 C 0.461 -0.779 -0.085  0.38
24 N 0.411 -1.440 -1.341  -0.85

Properties
HOMO energy ... -9.463 eV
SMILES ... CC[C@](N)(O)[C@@H](C)OC
LUMO ... 0.995 eV

b | Entry from the Open Molecules 2025 dataset: 3 unconnected molecules or ions with the total composition C6H15NO2 (the ωB97M-V functional and the def2-TZVPD basis).

Each line ends with the natural charge from an NBO analysis.
Cartesian coordinates (Å):
1 N 0.406 -0.045 -0.231  -0.52
2 H -0.231 0.806 -2.016  0.20
3 H 0.059 2.261 1.791  0.24
4 H -1.218 1.177 2.351  0.24
5 H 2.479 1.959 0.708  0.17
6 H 0.237 -2.594 -0.906  0.48
7 H 1.517 0.786 -1.778  0.21
8 H -1.266 1.837 0.723  0.22
9 H 2.473 0.875 2.173  0.18
10 H -1.056 -1.266 -2.537  0.21
11 C -0.604 1.448 1.495  -0.71
12 H -1.901 -1.359 0.439  0.17
13 H 0.580 -1.522 1.547  0.50
14 H -2.478 -2.176 -2.011  0.22
15 O 0.186 -0.732 1.949  -0.70
16 C 0.211 0.269 1.036  0.61
17 C 2.434 0.948 1.093  -0.66
18 H -2.434 -0.418 -1.814  0.22
19 H 0.521 1.972 -0.916  0.19
20 C 0.560 0.943 -1.275  -0.43
21 C -1.829 -1.324 -1.765  -0.70
22 O -0.425 -2.578 -0.201  -0.72
23 C -1.231 -1.474 -0.406  0.21
24 H 3.007 0.208 0.550  0.18

Properties
HOMO energy (spin up / spin down) ... -7.292 / -6.233 eV
LUMO (spin up / spin down) ... 0.846 / 0.684 eV

c | Entry from the Open Molecules 2025 dataset: 2 unconnected molecules or ions with the total composition C6H15NO2 (the ωB97M-V functional and the def2-TZVPD basis).

Each line ends with the natural charge from an NBO analysis.
Cartesian coordinates (Å):
1 N 1.839 0.152 0.358  -0.66
2 H -3.444 -0.665 -0.246  0.23
3 C 2.710 -1.010 0.403  -0.42
4 H 2.190 -1.850 -0.051  0.21
5 C -2.530 -0.285 -0.709  -0.67
6 C -1.588 0.187 0.354  0.21
7 H -2.802 0.517 -1.392  0.22
8 O 0.489 -0.483 -1.399  -0.77
9 C -1.411 1.515 0.598  -0.60
10 H 2.288 0.536 -1.696  0.11
11 H -1.003 1.826 1.551  0.22
12 C -1.073 -0.860 1.283  -0.67
13 O 0.875 1.775 -0.976  -0.76
14 H -0.041 1.704 -0.349  0.49
15 H -0.462 -1.574 0.731  0.24
16 H -2.080 -1.105 -1.269  0.23
17 H 2.262 0.951 0.816  0.37
18 H 3.661 -0.860 -0.129  0.17
19 H 0.151 -0.186 -2.251  0.47
20 H -2.044 2.238 0.099  0.22
21 C 1.448 0.552 -0.969  0.52
22 H -1.911 -1.396 1.736  0.22
23 H -0.451 -0.431 2.066  0.23
24 H 2.927 -1.248 1.443  0.20

Properties
HOMO energy ... -8.895 eV
SMILES ... C=C(C)C.CNC(O)O
LUMO ... 0.884 eV

Structures ranked by computed energy, the most stable listed first: c, a, b.